{
  "formula": "C14H18FeNO4",
  "method": "the ωB97M-V functional and the def2-TZVPD basis",
  "elements": ["O", "C", "Fe", "C", "O", "C", "O", "C", "C", "C", "C", "C", "C", "H", "H", "H", "H", "H", "H", "H", "O", "C", "C", "C", "C", "C", "N", "H", "H", "H", "H", "H", "H", "H", "H", "H", "H", "H"],
  "xyz": [[2.93, -1.19, -1.20], [2.80, -0.17, -1.75], [2.65, 1.46, -2.27], [3.55, 2.09, -0.90], [4.06, 2.33, 0.13], [3.91, 1.40, -3.49], [4.99, 1.34, -3.92], [-0.80, 1.13, -0.44], [-0.53, 0.21, -1.59], [0.59, 0.67, -2.54], [0.80, 2.08, -2.70], [0.85, 2.75, -1.41], [0.05, 2.22, -0.33], [-1.75, 1.15, 0.12], [-0.21, -0.77, -1.18], [-1.43, -0.01, -2.19], [0.64, -0.01, -3.40], [0.87, 2.59, -3.67], [1.18, 3.80, -1.38], [-0.01, 2.78, 0.62], [0.11, -2.98, 0.42], [-0.06, -2.67, 1.81], [-0.57, -1.24, 1.92], [-1.49, -1.02, 3.14], [-2.78, -0.38, 2.62], [-2.81, -0.70, 1.11], [-1.40, -0.87, 0.75], [0.59, -3.82, 0.36], [-0.80, -3.36, 2.28], [0.92, -2.73, 2.33], [0.28, -0.54, 1.94], [-1.75, -2.00, 3.56], [-1.00, -0.43, 3.92], [-3.68, -0.76, 3.11], [-2.76, 0.71, 2.77], [-3.41, -1.61, 0.91], [-3.24, 0.13, 0.53], [-1.29, -1.57, 0.02]],
  "fmax_ha_per_bohr": 0.1745,
  "gap_ev": [6.936, 5.151],
  "s2": 6.07,
  "relative_energy_ev": 0.068,
  "multiplicity": 5,
  "charge": 1
}

***

{
  "formula": "C29H36N8O3Se2SiTe2Zr",
  "method": "the ωB97M-V functional and the def2-TZVPD basis",
  "elements": ["Zr", "N", "C", "C", "C", "C", "N", "C", "N", "N", "C", "O", "O", "H", "H", "H", "H", "H", "H", "H", "H", "H", "H", "H", "H", "H", "H", "C", "C", "C", "C", "C", "C", "N", "N", "C", "C", "C", "C", "C", "N", "H", "H", "H", "H", "H", "H", "H", "H", "H", "Se", "Te", "Te", "Se", "C", "Si", "C", "C", "O", "H", "H", "H", "H", "H", "H", "H", "H", "H", "N", "C", "C", "C", "C", "C", "C", "C", "C", "C", "H", "H", "H", "H"],
  "xyz": [[-0.05, -0.32, 0.16], [-0.74, -0.96, -2.65], [0.33, -0.27, -3.33], [0.08, 0.08, -4.81], [1.31, 0.42, -5.66], [2.52, -0.49, -5.42], [3.26, 0.00, -4.27], [3.94, -0.74, -3.40], [4.21, -2.03, -3.64], [4.42, -0.16, -2.29], [0.72, 0.92, -2.45], [1.70, 1.63, -2.69], [-0.05, 1.06, -1.44], [-0.87, -1.91, -2.94], [-1.61, -0.46, -2.60], [1.19, -0.96, -3.28], [-0.64, 0.90, -4.88], [-0.40, -0.80, -5.24], [1.63, 1.45, -5.50], [1.02, 0.34, -6.71], [3.17, -0.51, -6.30], [2.16, -1.52, -5.25], [2.87, 0.86, -3.85], [3.73, -2.49, -4.39], [4.47, -2.61, -2.86], [3.96, 0.70, -2.02], [4.59, -0.77, -1.51], [0.13, -4.63, 4.31], [-0.93, -3.81, 4.67], [-1.08, -2.57, 4.09], [-0.16, -2.17, 3.12], [0.88, -2.99, 2.73], [1.03, -4.22, 3.34], [-0.26, -0.88, 2.51], [-0.64, 0.00, 3.31], [-0.72, 1.30, 2.79], [-1.05, 2.31, 3.69], [-1.10, 3.61, 3.23], [-0.82, 3.86, 1.89], [-0.52, 2.79, 1.06], [-0.48, 1.54, 1.50], [0.23, -5.61, 4.78], [-1.65, -4.14, 5.41], [-1.90, -1.92, 4.34], [1.56, -2.67, 1.94], [1.84, -4.87, 3.05], [-1.24, 2.04, 4.72], [-1.34, 4.42, 3.90], [-0.85, 4.86, 1.49], [-0.32, 2.92, 0.01], [1.92, -1.97, -0.75], [1.20, -3.87, -2.23], [-0.48, -4.78, -0.29], [-1.64, -2.58, 0.05], [2.70, 1.62, 3.21], [3.07, 1.01, 1.48], [4.48, -0.24, 1.57], [3.56, 2.49, 0.41], [1.77, 0.29, 0.82], [3.61, 2.01, 3.68], [2.32, 0.82, 3.85], [1.97, 2.43, 3.20], [5.36, 0.08, 1.00], [4.15, -1.20, 1.18], [4.81, -0.41, 2.60], [4.54, 2.36, -0.06], [3.61, 3.41, 1.00], [2.82, 2.64, -0.38], [-10.08, 2.10, 0.74], [-8.97, 1.80, 0.67], [-7.58, 1.44, 0.58], [-7.10, 0.78, -0.55], [-5.76, 0.44, -0.63], [-4.88, 0.75, 0.41], [-5.38, 1.41, 1.55], [-6.72, 1.75, 1.63], [-3.50, 0.40, 0.33], [-2.32, 0.10, 0.25], [-7.78, 0.54, -1.36], [-5.38, -0.08, -1.50], [-4.70, 1.64, 2.36], [-7.10, 2.25, 2.51]],
  "fmax_ha_per_bohr": 0.0259,
  "gap_ev": 5.248,
  "relative_energy_ev": 0.238
}

***

{
  "formula": "C2H10N2",
  "method": "the ωB97M-V functional and the def2-TZVPD basis",
  "elements": ["C", "C", "N", "H", "H", "H", "H", "H", "H", "H", "N", "H", "H", "H"],
  "xyz": [[-0.36, 0.72, -0.30], [-0.06, 0.64, 1.19], [0.57, 1.79, 1.79], [-0.49, -0.25, -0.75], [0.42, 1.23, -0.88], [-1.18, 1.42, -0.48], [0.62, -0.20, 1.33], [-0.96, 0.39, 1.77], [1.38, 2.09, 1.24], [0.00, 2.63, 1.85], [-0.09, -2.77, -1.55], [-0.70, -2.79, -2.34], [0.86, -3.07, -1.70], [-0.03, -1.83, -1.18]],
  "fmax_ha_per_bohr": 0.0299,
  "gap_ev": 10.321,
  "relative_energy_ev": 0.301
}

***

{
  "formula": "C19H18N6O16V",
  "method": "the ωB97M-V functional and the def2-TZVPD basis",
  "elements": ["O", "V", "O", "N", "O", "O", "O", "N", "O", "O", "O", "C", "N", "O", "O", "H", "H", "H", "C", "C", "C", "C", "C", "C", "N", "O", "O", "H", "H", "H", "H", "H", "C", "C", "C", "C", "C", "C", "N", "O", "O", "H", "H", "H", "H", "H", "C", "C", "C", "C", "C", "C", "N", "O", "O", "H", "H", "H", "H", "H"],
  "xyz": [[0.20, 1.31, 6.18], [-0.37, 2.48, 5.30], [-1.92, 2.35, 5.19], [-0.33, 0.26, 0.61], [-0.04, 0.56, 1.75], [-0.48, 1.15, -0.23], [-0.50, -0.92, 0.35], [1.53, 6.03, 1.57], [1.88, 7.16, 1.84], [0.90, 5.34, 2.37], [1.75, 5.61, 0.44], [1.18, -4.21, 3.85], [1.39, -4.26, 5.32], [2.44, -3.79, 5.78], [0.64, -4.87, 6.05], [0.15, -4.38, 3.56], [1.86, -5.01, 3.53], [1.56, -3.26, 3.49], [-2.20, -5.18, -6.85], [-1.91, -4.04, -7.57], [-1.15, -3.03, -6.95], [-0.64, -3.22, -5.70], [-0.99, -4.32, -4.96], [-1.75, -5.33, -5.53], [0.16, -2.22, -5.02], [-0.14, -0.99, -5.09], [1.10, -2.59, -4.38], [-2.64, -6.07, -7.27], [-2.15, -3.96, -8.61], [-0.92, -2.15, -7.53], [-0.78, -4.48, -3.91], [-1.97, -6.23, -4.97], [7.71, -0.51, 1.03], [6.32, -0.40, 1.02], [5.70, 0.30, 0.02], [6.45, 0.98, -0.91], [7.83, 0.83, -0.88], [8.48, 0.08, 0.07], [5.75, 1.76, -1.96], [6.47, 2.26, -2.81], [4.53, 1.78, -1.95], [8.26, -0.98, 1.83], [5.62, -0.88, 1.69], [4.62, 0.37, -0.01], [8.53, 1.25, -1.58], [9.55, 0.00, 0.17], [-7.64, 2.02, 3.35], [-6.77, 1.56, 2.35], [-5.89, 2.40, 1.65], [-5.98, 3.83, 1.78], [-7.00, 4.24, 2.67], [-7.70, 3.39, 3.51], [-5.24, 4.79, 0.94], [-4.18, 4.41, 0.37], [-5.63, 5.94, 0.92], [-8.30, 1.33, 3.86], [-6.75, 0.50, 2.14], [-5.16, 1.93, 1.00], [-7.08, 5.30, 2.87], [-8.39, 3.79, 4.23]],
  "fmax_ha_per_bohr": 0.0782,
  "gap_ev": 2.574,
  "charge": -1
}

***

{
  "formula": "C4H9NOS",
  "method": "the ωB97M-V functional and the def2-TZVPD basis",
  "elements": ["C", "C", "O", "N", "C", "C", "S", "H", "H", "H", "H", "H", "H", "H", "H", "H"],
  "xyz": [[-2.39, -0.64, 1.23], [-1.28, -0.33, 0.25], [-1.55, -0.06, -0.91], [-0.01, -0.47, 0.70], [1.20, -0.33, -0.08], [1.22, 0.88, -0.97], [2.71, 0.76, -2.02], [-3.11, -1.25, 0.71], [-2.83, 0.26, 1.66], [-2.04, -1.21, 2.10], [0.10, -0.97, 1.58], [1.34, -1.20, -0.74], [2.05, -0.29, 0.60], [0.34, 1.00, -1.58], [1.30, 1.79, -0.37], [2.95, 2.07, -2.18]],
  "fmax_ha_per_bohr": 0.0231,
  "gap_ev": 9.761,
  "relative_energy_ev": 0.475
}

***

{
  "formula": "C6H12O2",
  "method": "the ωB97M-V functional and the def2-TZVPD basis",
  "elements": ["C", "C", "O", "C", "C", "C", "C", "O", "H", "H", "H", "H", "H", "H", "H", "H", "H", "H", "H", "H"],
  "xyz": [[0.88, 2.43, 0.13], [0.06, 1.24, 0.55], [-0.60, 1.33, 1.60], [-0.21, 0.10, -0.46], [0.76, 0.06, -1.64], [-0.16, -1.17, 0.42], [-1.50, -1.53, 1.04], [0.36, -2.29, -0.26], [0.24, 3.32, 0.14], [1.70, 2.57, 0.85], [1.31, 2.37, -0.87], [-1.23, 0.24, -0.86], [0.53, 0.86, -2.34], [0.72, -0.89, -2.19], [1.80, 0.19, -1.31], [0.56, -0.86, 1.26], [-2.00, -0.66, 1.49], [-2.17, -1.96, 0.28], [-1.37, -2.29, 1.82], [0.33, -3.06, 0.35]],
  "fmax_ha_per_bohr": 0.0598,
  "gap_ev": 10.446,
  "relative_energy_ev": 1.221
}

***

Which formula does entry 4 have?
C19H18N6O16V